Entry from the Open Molecules 2025 dataset: one molecule with the formula C5H5FN2 in a non-equilibrium geometry (ωB97M-V/def2-TZVPD).

The geometry in ORCA input format:
```
! RIJCOSX wB97M-V def2-TZVPD def2/J DEFGRID3
* xyz 0 1
C -1.85 0.68 0.03
C -0.43 0.28 0.02
C 0.02 -1.05 -0.02
C 2.21 -0.35 -0.02
C 1.79 1.01 -0.03
H -2.11 1.33 -0.80
H -2.12 1.07 1.07
H -0.75 -1.79 -0.14
H 3.25 -0.68 -0.10
H 2.45 1.91 0.05
N 1.31 -1.36 0.07
N 0.47 1.25 -0.02
F -2.62 -0.50 -0.04
*
```

Calculated values
- E_LUMO (eV) = 0.4498
- calculated total energy (eV) = -10962.851
- HOMO-LUMO gap (eV) = 9.98
- relative energy (zero: lowest compared OMol25 entry of this formula, charge and spin) (kJ/mol) = 26.7

Atomic partial charges in e from the natural (NBO) method, atoms 1 to 5:
1 C 0.03
2 C 0.12
3 C 0.01
4 C -0.01
5 C -0.01

Entry from the Open Molecules 2025 dataset: a 2-piece molecular cluster, C5H5FN2O2 overall in a non-equilibrium geometry (ωB97M-V/def2-TZVPD).

The geometry in ORCA input format:
```
! RIJCOSX wB97M-V def2-TZVPD def2/J DEFGRID3
* xyz 0 1
C -1.04 -0.27 1.37
C 0.15 2.45 0.32
C -3.16 -0.09 0.23
C -0.10 -0.55 0.45
C -0.18 -0.86 -1.00
N -2.36 -0.17 1.12
N 1.26 2.47 0.78
O -0.90 2.64 -0.13
O -4.02 0.17 -0.50
F 1.16 -0.70 1.02
H -0.86 -0.15 2.46
H -0.21 -1.84 -1.35
H 0.79 -0.43 -1.60
H -0.93 -0.21 -1.32
H 1.82 1.87 1.19
*
```

Calculated values
- E_LUMO (eV) = 0.6017
- calculated total energy (eV) = -15057.260
- HOMO-LUMO gap (eV) = 9.75
- relative energy (zero: lowest compared OMol25 entry of this formula, charge and spin) (kJ/mol) = 62.3

Atomic partial charges in e from the natural (NBO) method, atoms 1 to 5:
1 C -0.10
2 C 0.86
3 C 0.88
4 C 0.37
5 C -0.69

Entry from the Open Molecules 2025 dataset: an isolated ion of composition C5H5FNO2P2 and charge -1 in a non-equilibrium geometry (ωB97M-V/def2-TZVPD).

The geometry in ORCA input format:
```
! RIJCOSX wB97M-V def2-TZVPD def2/J DEFGRID3
* xyz -1 1
C 0.06 -2.21 -1.11
C -0.93 -1.49 -0.58
C 1.35 -1.63 -1.32
C -0.74 -0.16 0.05
C 1.75 -0.39 -1.12
N -0.21 -0.11 1.28
O -1.06 0.84 -0.69
O 2.16 0.69 -0.93
F 2.40 -2.54 -1.47
P -1.07 2.68 0.83
P 0.12 1.34 2.02
H -0.16 -3.25 -1.43
H -2.03 -1.69 -0.56
H -0.85 3.59 1.74
H 0.08 2.87 0.18
H -0.87 1.45 3.12
*
```

Calculated values
- E_LUMO (eV) = 3.3203
- calculated total energy (eV) = -32144.020
- HOMO-LUMO gap (eV) = 6.76
- relative energy (zero: lowest compared OMol25 entry of this formula, charge and spin) (kJ/mol) = 331.3

Atomic partial charges in e from the natural (NBO) method, atoms 1 to 5:
1 C -0.28
2 C -0.20
3 C 0.05
4 C 0.54
5 C 0.68

Entry from the Open Molecules 2025 dataset: C5H5FO2 as an isolated structure in a non-equilibrium geometry (ωB97M-V/def2-TZVPD).

The geometry in ORCA input format:
```
! RIJCOSX wB97M-V def2-TZVPD def2/J DEFGRID3
* xyz 0 1
C 0.57 0.03 0.48
C -0.30 -1.14 0.17
C -1.58 -0.85 -0.41
C -0.17 1.28 0.63
C 1.53 0.22 -0.70
H 0.15 -2.13 0.45
H -1.78 0.36 -0.51
H -2.08 -1.69 -0.98
H -0.68 1.60 1.83
H 0.96 0.42 -1.55
O -0.58 1.91 -0.35
O 2.74 0.06 -0.69
F 1.22 -0.06 1.62
*
```

Calculated values
- E_LUMO (eV) = -0.1368
- calculated total energy (eV) = -12074.518
- HOMO-LUMO gap (eV) = 9.82
- relative energy (zero: lowest compared OMol25 entry of this formula, charge and spin) (kJ/mol) = 325.3

Atomic partial charges in e from the natural (NBO) method, atoms 1 to 5:
1 C 0.05
2 C -0.23
3 C -0.39
4 C 0.45
5 C 0.43

Entry from the Open Molecules 2025 dataset: one molecule with the formula C5H5FS2 in a non-equilibrium geometry (ωB97M-V/def2-TZVPD).

The geometry in ORCA input format:
```
! RIJCOSX wB97M-V def2-TZVPD def2/J DEFGRID3
* xyz 0 1
C -1.08 -0.88 -0.45
C 0.39 -0.92 -0.11
C -1.05 0.34 -1.27
C 0.57 0.02 1.22
C 1.46 1.08 0.93
H -1.48 -1.64 -1.13
H 1.07 -1.84 -0.06
H -0.01 -0.29 2.22
H 1.56 1.83 1.73
H 1.98 1.40 -0.12
F -1.97 -0.59 0.51
S 0.80 0.22 -1.65
S -2.25 1.27 -1.82
*
```

Calculated values
- E_LUMO (eV) = -0.5124
- calculated total energy (eV) = -29650.139
- HOMO-LUMO gap (eV) = 8.42
- relative energy (zero: lowest compared OMol25 entry of this formula, charge and spin) (kJ/mol) = 286.4

Atomic partial charges in e from the natural (NBO) method, atoms 1 to 5:
1 C 0.05
2 C -0.32
3 C -0.22
4 C -0.25
5 C -0.40

Entry from the Open Molecules 2025 dataset: C5H5HgO as an isolated structure in a non-equilibrium geometry (ωB97M-V/def2-TZVPD).

The geometry in ORCA input format:
```
! RIJCOSX wB97M-V def2-TZVPD def2/J DEFGRID3
* xyz 1 1
C -1.88 -0.89 -0.44
C -1.88 -1.23 -1.71
C -1.79 0.32 -1.30
O -0.66 1.06 -1.27
Hg 0.50 0.94 0.12
H -1.80 -2.01 -0.03
H -2.41 -1.80 -2.48
H -2.70 0.92 -1.50
C 2.20 0.77 1.38
C 3.20 0.67 2.17
H 3.88 1.51 2.33
H 3.34 -0.26 2.74
*
```

Calculated values
- E_LUMO (eV) = -7.1056
- calculated total energy (eV) = -11471.735
- HOMO-LUMO gap (eV) = 5.06
- relative energy (zero: lowest compared OMol25 entry of this formula, charge and spin) (kJ/mol) = 0.0

Atomic partial charges in e from the natural (NBO) method, atoms 1 to 5:
1 C -0.40
2 C -0.19
3 C 0.07
4 O -0.86
5 Hg 1.38

Entry from the Open Molecules 2025 dataset: C5H5N as an isolated structure in a non-equilibrium geometry (ωB97M-V/def2-TZVPD).

The geometry in ORCA input format:
```
! RIJCOSX wB97M-V def2-TZVPD def2/J DEFGRID3
* xyz 0 1
C 1.91 0.44 -0.45
C 0.82 0.79 -0.01
C -0.06 -1.87 -0.65
C -0.26 1.24 1.06
C -0.68 0.67 -0.19
N -1.04 -1.16 -0.47
H -0.04 -2.92 -0.60
H 0.99 -1.55 -0.81
H -0.10 0.81 2.05
H -0.29 2.29 1.00
H -1.26 1.26 -0.93
*
```

Calculated values
- E_LUMO (eV) = -0.1396
- calculated total energy (eV) = -6748.356
- HOMO-LUMO gap (eV) = 9.41
- relative energy (zero: lowest compared OMol25 entry of this formula, charge and spin) (kJ/mol) = 728.6

Atomic partial charges in e from the natural (NBO) method, atoms 1 to 5:
1 C 0.13
2 C -0.48
3 C -0.09
4 C -0.33
5 C 0.00

Entry from the Open Molecules 2025 dataset: one molecule with the formula C5H5N in a non-equilibrium geometry (ωB97M-V/def2-TZVPD).

The geometry in ORCA input format:
```
! RIJCOSX wB97M-V def2-TZVPD def2/J DEFGRID3
* xyz 0 1
C -0.51 0.74 -1.32
C 0.33 -0.06 -0.35
C -0.15 -0.50 0.79
C -0.59 -0.72 2.00
C 1.72 -0.30 -0.63
N 2.85 -0.46 -0.83
H -1.43 1.05 -0.84
H 0.03 1.63 -1.65
H -0.75 0.14 -2.21
H -0.39 0.09 2.70
H -1.10 -1.61 2.34
*
```

Calculated values
- E_LUMO (eV) = 0.7020
- calculated total energy (eV) = -6754.010
- HOMO-LUMO gap (eV) = 10.67
- relative energy (zero: lowest compared OMol25 entry of this formula, charge and spin) (kJ/mol) = 183.1

Atomic partial charges in e from the natural (NBO) method, atoms 1 to 5:
1 C -0.60
2 C -0.22
3 C 0.17
4 C -0.46
5 C 0.27